[1]
144
Properties=species:S:1:pos:R:3:mulliken_charge:R:1 method="wB97M-V/def2-TZVPD" total_energy_ha=-6820.3157 total_charge=+1 multiplicity=1
H -8.01 -1.89 0.84 0.377
C -2.00 0.44 -1.79 0.536
C -2.98 -4.65 0.42 -1.000
H 13.74 6.64 4.58 0.448
H 6.45 4.18 4.10 0.250
H -3.93 -4.52 -0.09 0.043
C -9.41 -0.22 0.86 -0.570
I -1.34 -6.68 -0.89 0.053
H 0.84 -2.01 -5.59 0.516
H 6.07 -1.31 2.18 0.334
H 3.88 2.49 6.35 0.324
H 11.83 3.71 2.13 0.483
H -10.06 -1.61 2.40 0.303
H -2.91 -3.86 1.16 0.101
H 1.81 0.22 -3.00 0.021
C -1.64 -1.12 -2.17 1.696
H 4.43 1.73 0.69 0.300
H -9.38 0.86 0.71 0.328
C -1.86 -4.67 -0.60 -0.275
C -4.73 -0.37 -10.25 0.708
C -3.37 0.86 -1.02 0.634
H 2.35 -0.98 -4.21 0.525
H 8.95 4.03 5.42 0.254
H -1.41 -2.52 1.09 0.977
C -0.06 -1.84 -5.02 -1.587
O 8.84 0.35 2.02 -0.323
H 4.88 3.73 7.12 0.321
H -3.39 2.37 -4.52 0.267
N -2.88 1.50 -4.46 -0.818
C -5.27 1.17 -2.66 -0.645
C 1.55 -0.31 -3.91 -1.492
H -11.03 -0.14 2.29 0.367
S -6.34 -7.45 1.45 1.070
H 7.94 -0.94 0.69 0.267
Al -3.39 2.49 3.45 0.711
H 8.49 3.09 3.99 0.185
C 8.15 -0.72 1.76 -0.151
O 6.97 4.17 4.91 -0.491
O -5.52 0.18 -11.04 -0.550
H 2.65 1.69 0.55 0.263
H 6.24 0.44 1.92 0.109
H -5.20 1.28 1.01 0.265
O 10.44 5.50 2.92 -0.656
H 3.43 1.83 2.11 0.194
H -1.87 2.88 -2.68 0.099
H -10.05 -0.63 0.08 0.377
F -3.78 -4.53 -4.49 -0.290
N 11.42 5.97 3.47 1.051
H 0.30 1.29 -1.73 0.221
C 12.69 5.23 3.37 0.190
O -5.75 -8.64 1.96 -0.545
H -7.65 -0.65 -0.34 0.074
O 11.42 7.00 4.11 -0.604
H -9.43 -0.08 3.03 0.338
O -2.62 0.92 1.79 -0.419
Cl -7.02 -3.61 -4.95 -0.534
H -0.53 -2.81 -4.86 0.349
H 1.47 -1.38 2.17 0.473
H 1.42 0.39 -4.75 0.324
H 3.11 -1.71 0.26 0.330
H -3.67 -1.17 -2.93 0.392
H -3.52 3.66 -1.25 0.694
H -5.83 -1.87 -10.38 0.313
C -8.01 -0.81 0.68 -0.087
C 14.99 5.01 3.93 -0.395
C 3.30 4.53 5.88 -0.474
C -3.94 -3.37 -3.86 0.656
C 15.04 3.83 3.20 -0.446
C 13.80 5.72 4.02 -0.398
S -3.87 -1.46 0.31 0.336
H -8.05 -7.78 -1.46 0.335
H 0.75 -0.09 1.25 -0.051
C -7.03 -0.21 1.59 0.560
C -10.01 -0.53 2.23 -1.192
O -5.13 -2.10 0.54 -0.509
C -2.68 -1.52 -3.21 0.549
C 6.68 -0.43 2.38 -0.703
O -2.68 -2.90 -3.53 -0.319
O -3.17 -2.33 -0.82 -0.381
O -5.02 -1.67 -9.89 -0.442
C 2.50 4.16 4.62 -0.371
O -6.69 -6.38 2.32 -0.545
C 2.63 -0.76 0.49 -0.628
N -6.27 0.24 2.32 -0.561
C 0.25 -1.07 -3.76 1.242
H 2.49 -0.24 -0.46 0.234
C 13.91 3.36 2.55 -0.412
C 12.72 4.06 2.63 -0.404
H 2.60 4.63 6.72 0.324
C 3.51 1.36 1.14 -0.651
H -0.53 1.55 -3.74 0.110
H 1.70 4.88 4.45 0.302
C 8.34 4.03 4.52 -0.557
C -1.28 -3.65 -1.25 -1.693
O -7.59 -7.85 0.56 -0.318
I 0.29 -4.18 -2.54 0.186
H -5.75 -6.37 -1.72 0.249
N -0.27 -1.03 -2.60 0.448
C -6.13 1.96 -3.37 -1.017
O -4.30 -0.19 -0.67 0.145
F -4.68 -3.54 -2.77 -0.027
C 3.38 4.15 3.45 0.391
C 0.50 -2.05 0.32 -1.106
H 0.90 -2.06 -0.69 0.238
H -2.47 -1.02 -4.15 -1.629
H 6.75 -0.28 3.46 0.374
N -5.09 3.92 -2.51 -0.744
C -4.31 1.76 -1.85 -1.021
C 1.30 -1.03 1.15 -0.113
H -6.67 3.97 -3.81 0.440
H -7.94 -6.21 -0.64 0.274
C -4.27 3.14 -1.83 0.533
H 13.95 2.44 1.98 0.372
H -0.72 -1.31 -5.69 0.196
Rb -2.09 -0.12 -6.13 0.734
O -5.43 -6.86 0.28 -0.165
H 8.65 4.86 3.88 0.307
H -1.22 -0.84 0.75 0.068
C 4.34 3.47 6.21 -0.892
H -6.90 1.54 -3.99 0.555
O 3.52 -0.04 1.32 -0.361
H 0.71 -3.03 0.75 0.478
H 15.97 3.28 3.14 0.378
H 3.77 5.50 5.75 0.316
P -3.18 1.97 0.54 -0.303
P -1.85 1.63 -3.27 0.151
H 2.04 3.18 4.74 0.299
C -6.00 3.33 -3.26 -0.549
H 8.46 -1.66 2.24 0.270
H -5.38 0.10 -2.72 0.672
C -1.02 -1.82 0.34 -0.554
H 15.87 5.38 4.44 0.374
H 5.08 3.40 5.41 0.171
H -5.63 -8.10 -1.35 0.243
C -1.75 -2.18 -0.97 1.233
H -3.05 -5.59 0.94 0.889
F -4.55 -2.48 -4.67 -0.181
C -7.50 -7.21 -0.73 -0.399
O -4.72 2.13 1.01 -0.572
H -3.32 0.80 2.45 0.344
C -6.02 -7.15 -1.01 -0.185
N 4.07 4.15 2.53 -0.571
O -3.72 0.14 -9.74 -0.581
S -0.64 1.20 -0.79 0.023

***

[2]
117
Properties=species:S:1:pos:R:3:mulliken_charge:R:1 method="wB97M-V/def2-TZVPD" total_energy_ha=-6995.7199 total_charge=+2 multiplicity=1
C 0.01 3.15 -1.46 -1.018
C 1.81 -2.92 -1.38 0.226
C 3.89 0.65 4.42 -1.867
H 0.34 -5.31 -3.98 0.360
C 1.66 -0.53 4.36 -0.948
H 5.54 -0.63 -2.04 0.426
C -1.40 -3.24 2.01 -0.965
C -0.69 -2.63 1.00 1.317
H -2.83 -1.06 -1.49 -1.144
C 2.48 0.67 3.83 0.730
H 1.94 -2.39 0.71 0.024
N 1.39 0.67 1.59 0.594
H 2.03 -3.66 -3.39 0.171
C -3.13 2.07 4.16 -1.423
H 0.91 -1.09 -4.91 0.244
H -2.76 -2.40 -5.34 0.551
C 3.71 0.04 -1.13 2.070
H 0.87 0.95 -2.86 -0.141
N -1.56 0.27 0.41 0.730
H 4.06 -4.95 -2.93 0.467
H 1.60 -0.48 5.45 0.417
C -2.82 -4.27 0.38 -1.024
H 4.61 0.17 1.79 0.756
H 4.38 -0.30 4.23 0.366
C -0.05 4.75 1.86 0.744
C -1.30 5.63 1.84 -1.581
H -2.21 5.02 1.77 0.345
C 2.44 -3.65 -2.39 -0.465
C -0.66 -4.89 -4.07 -1.112
Ge -0.65 -2.92 -4.02 1.214
C -2.45 -2.18 -4.31 -1.205
H 3.83 0.80 5.50 0.461
C -2.86 -0.11 0.39 -0.743
C -1.01 -2.83 -0.35 0.411
H -1.35 6.22 2.75 0.438
H 4.48 2.06 -1.36 0.390
H -4.50 1.49 -1.27 0.418
H -3.65 -4.92 0.13 0.498
C 0.02 1.49 -3.31 -0.612
C 2.51 0.59 2.34 -0.152
H -2.45 -1.10 -4.18 0.280
H -2.86 -0.14 5.80 0.498
N 0.02 2.09 -0.65 2.029
H 0.65 -0.52 3.95 0.017
H -2.36 -3.84 -1.67 0.259
H -0.93 1.01 -3.00 -0.111
C 1.23 5.60 1.90 -1.509
C -3.51 -0.41 -0.92 2.797
H 0.10 1.37 -4.39 0.727
B 0.07 1.50 1.83 0.940
H 2.76 1.94 -1.72 0.263
C -2.89 -0.38 4.74 -1.555
C 5.12 -0.53 -1.04 -1.854
Ge 0.08 -2.00 -1.82 1.412
H -3.04 -4.53 2.50 0.436
C -4.85 -1.13 -0.74 -1.922
H 1.45 -2.67 -5.52 0.395
H 0.95 3.42 -3.32 0.452
H 1.23 6.23 2.79 0.465
C 3.06 0.20 0.21 -0.657
H -3.19 -2.63 -3.64 0.341
H -1.29 0.96 4.27 -0.150
H 0.17 -2.01 1.28 -0.408
H 3.97 1.32 -2.87 0.432
N 0.01 2.53 0.65 0.422
H -3.91 0.71 -2.75 0.410
C -2.09 -3.66 -0.64 -0.361
N 1.73 0.40 0.29 0.608
H 5.11 -1.52 -0.58 0.347
H 0.11 2.03 2.89 -0.321
H -0.04 5.32 -1.04 0.734
H 4.50 1.46 4.01 0.428
H -3.14 2.31 5.22 0.457
H -1.08 4.79 -3.40 0.433
H -1.15 3.56 -4.67 0.470
H -2.77 1.51 -1.64 -0.042
H -2.69 2.91 3.62 0.210
H 0.06 -1.87 -6.25 0.491
H -5.29 -1.35 -1.71 0.461
C 4.15 -4.39 -0.86 -0.622
H 2.12 4.97 1.92 0.332
H 3.08 -0.63 -1.73 -0.567
H 5.76 0.13 -0.46 0.388
H -4.71 -2.06 -0.20 0.406
C -2.29 0.47 2.48 0.042
H -5.54 -0.50 -0.19 0.399
C -0.02 3.88 0.64 -0.351
H -1.08 -5.19 -5.03 0.500
H -3.93 -0.57 4.47 0.337
H -2.10 3.36 -3.19 0.298
C -2.48 -4.05 1.70 -0.933
H -0.08 4.12 2.75 -0.125
C 3.54 -3.66 0.15 -1.124
H -4.34 -0.24 2.01 0.653
C 3.58 0.29 1.49 -1.084
C -3.34 -0.01 1.68 -0.740
H -1.29 6.31 0.99 0.394
Ti 0.06 0.14 -0.56 -2.701
H -4.16 1.94 3.82 0.356
C 0.03 2.97 -2.94 0.760
C -3.68 0.91 -1.70 -1.291
C 3.60 -4.38 -2.13 -1.041
H -1.11 -3.09 3.04 0.612
H 2.15 -1.47 4.09 0.322
C -1.15 3.71 -3.59 -1.550
H 3.95 -3.66 1.15 0.461
H 1.29 6.25 1.03 0.340
C -2.31 0.78 3.94 0.586
C 0.58 -2.05 -5.31 -1.148
H 1.98 1.59 4.13 0.158
C 2.39 -2.93 -0.11 0.670
C -0.02 4.30 -0.69 -0.984
H -1.29 -5.30 -3.28 0.364
H -2.32 -1.29 4.59 0.245
N -1.22 0.64 1.69 0.486
H 5.05 -4.95 -0.65 0.414
C 3.72 1.43 -1.81 -1.554

***

[3]
152
Properties=species:S:1:pos:R:3:mulliken_charge:R:1 method="wB97M-V/def2-TZVPD" total_energy_ha=-6942.1500 multiplicity=1
C -24.52 15.65 -0.80 0.551
O -25.18 14.83 -4.07 0.286
C -26.75 12.37 -2.00 1.067
O -24.89 19.26 -5.78 -0.624
H -27.53 13.59 -13.74 0.388
H -29.84 15.31 -10.23 -0.043
H -24.62 17.16 -9.92 -0.246
O -19.70 12.19 -8.68 -0.419
H -21.19 11.63 -3.57 0.269
H -25.75 16.73 -2.27 -0.411
S -21.32 16.81 -3.99 0.694
S -26.68 9.85 -9.31 0.901
O -23.02 18.74 -0.73 -0.602
H -30.10 12.43 -8.37 0.338
O -22.59 19.06 -13.29 -0.585
O -26.87 8.80 -8.33 -0.646
C -30.21 12.28 -7.30 -0.127
O -30.63 13.40 -5.28 -0.245
C -28.74 16.66 -9.10 0.354
O -23.76 9.66 -7.46 -0.619
C -29.12 12.70 -2.20 0.510
O -27.10 18.52 -6.23 -0.323
H -22.65 11.72 -4.54 -0.272
H -26.25 19.33 -10.64 0.083
S -22.86 11.06 -1.23 0.948
H -27.35 17.57 -4.43 0.285
C -24.79 15.03 -7.65 1.153
H -22.45 11.71 -7.54 -0.528
H -22.61 11.36 -10.03 0.042
O -22.42 15.91 -3.85 0.118
H -21.48 18.09 -7.13 0.367
H -30.89 16.16 -9.13 0.464
O -21.60 10.74 -0.63 -0.597
O -24.03 10.46 -0.69 -0.563
O -26.13 20.44 -7.58 -0.688
H -25.49 17.77 0.57 0.325
C -27.25 12.02 -3.39 1.237
O -20.74 17.49 -2.90 -0.576
C -27.95 12.91 -1.23 -0.355
O -21.80 17.90 -5.11 -0.445
H -27.02 10.97 -3.62 -0.722
H -24.31 14.76 -1.39 -0.731
H -26.41 7.39 -10.45 0.318
C -22.27 11.80 -3.52 0.306
C -25.55 13.48 -12.73 -0.681
H -24.91 17.41 -4.84 -0.901
H -23.53 13.57 -3.19 -0.747
O -27.13 11.19 -9.15 -0.174
O -25.60 13.44 -6.16 0.448
O -24.87 15.66 -6.37 0.369
S -25.82 14.84 -5.36 -0.034
C -31.60 11.87 -6.78 -0.686
H -29.92 19.14 -9.73 0.299
O -27.25 9.19 -10.69 -0.387
H -27.23 19.32 -4.27 0.328
H -25.04 15.67 -8.48 -0.855
C -27.70 13.62 -11.56 -0.063
H -25.74 9.70 -4.16 -0.305
C -25.19 8.81 -4.39 1.032
H -25.79 7.87 -2.47 0.459
H -24.99 18.78 -3.81 0.314
C -23.70 7.47 -5.75 -0.607
C -24.53 6.65 -3.61 -0.705
H -28.74 13.36 -6.20 -0.638
H -24.74 5.78 -3.02 0.438
H -26.18 11.63 -1.43 0.240
H -20.02 16.28 -7.06 0.441
H -21.93 13.03 -10.14 0.078
H -26.01 13.16 -2.15 -0.716
O -23.41 16.54 -0.79 -0.295
H -26.91 12.59 -4.26 -0.680
C -26.31 8.22 -11.16 -0.555
H -28.68 18.99 -11.14 0.387
O -25.51 10.46 -6.52 -0.067
O -22.99 12.64 -1.44 -0.177
H -24.64 15.22 0.20 0.258
O -20.21 12.49 -6.52 -0.555
O -32.14 12.01 -4.43 -0.570
C -20.36 11.72 -9.86 -0.579
H -31.18 17.75 -10.93 0.353
H -25.80 16.99 -11.10 0.024
C -26.87 18.45 -4.83 -0.293
O -20.23 16.23 -5.05 -0.475
H -21.82 13.79 -2.64 0.264
H -19.95 12.14 -10.78 0.391
H -26.62 7.82 -12.12 0.310
O -22.92 10.77 -2.81 -0.239
C -21.80 17.34 -6.41 0.864
O -28.64 12.18 -3.38 -0.416
H -22.32 13.46 -8.10 -0.983
H -24.90 9.80 -11.83 0.218
O -25.17 9.89 -9.91 -0.049
H -27.15 12.06 -13.02 0.202
H -24.72 19.62 -9.85 0.195
H -27.83 13.97 -1.02 -0.102
O -30.30 12.77 -2.05 -0.565
C -24.92 17.59 -10.88 0.557
C -27.04 13.14 -12.89 -0.744
H -22.97 5.76 -4.86 0.378
C -25.36 18.40 -4.77 0.834
H -26.66 16.16 -0.88 0.242
C -25.63 13.71 -7.56 0.439
H -28.31 12.87 -11.06 0.230
H -24.15 8.38 -10.98 0.284
C -25.27 7.81 -3.42 -0.462
C -29.22 18.53 -10.32 -0.545
H -25.07 12.86 -7.94 0.099
C -22.65 13.10 -2.76 0.889
H -20.15 10.65 -9.86 0.251
C -31.56 12.42 -5.39 0.460
C -25.02 9.04 -11.06 -0.261
C -24.52 8.58 -5.57 -0.276
H -23.00 7.42 -6.58 0.489
H -32.26 12.26 -7.56 0.304
C -30.04 16.29 -9.80 -0.236
C -30.15 17.42 -10.84 -0.760
S -23.11 18.91 -11.97 0.963
C -20.55 12.41 -7.66 0.380
O -28.32 17.92 -9.39 -0.183
H -29.74 17.11 -11.80 0.278
H -28.42 14.40 -11.81 0.036
O -23.80 17.44 -11.76 -0.257
N -24.64 9.61 -6.62 1.143
C -23.79 17.84 -0.72 0.480
C -29.80 13.51 -6.42 1.012
C -25.46 14.03 -11.34 0.005
H -22.82 17.05 -6.68 -0.780
H -28.24 12.49 -0.27 0.308
C -21.85 12.05 -9.67 -0.151
H -24.81 12.71 -12.92 0.325
O -26.64 14.01 -10.71 0.424
O -25.28 18.13 -7.92 -0.126
O -27.17 15.31 -5.42 -0.528
H -23.80 14.61 -7.82 -0.144
C -21.96 12.43 -8.19 1.929
H -31.80 10.80 -6.70 0.290
C -25.28 17.82 -0.50 -0.661
C -23.72 6.53 -4.76 -0.528
C -25.68 16.53 -1.20 0.403
S -25.85 19.14 -7.07 0.984
O -24.46 14.34 -10.75 -0.524
H -21.20 15.12 -6.39 0.152
H -25.25 14.29 -13.41 0.299
H -29.84 14.40 -7.04 -0.267
O -24.50 19.63 -11.83 -0.457
C -25.19 19.09 -10.68 0.097
O -22.29 19.16 -10.81 -0.523
C -20.84 16.15 -6.35 -0.455
O -28.09 15.90 -8.45 -0.304
H -29.45 11.55 -7.03 -0.058
H -26.61 13.79 -8.04 -0.515
H -25.69 18.74 -0.92 0.337

***

Q: Which Kohn-Sham gap values were calculated for the entries above? A: 0.8219 7.0704 8.7004, in eV.